Formula: C2H5N2
Source: OMol25
Level of theory: ωB97M-V with the def2-TZVPD basis set

Each atom is followed by the atoms it is bonded to, with distances in Å.
Atoms and positions in Å:
1 C -0.075 1.045 -2.010  N3 1.404, H5 1.100
2 C -0.102 -0.919 0.815  N4 1.463, H6 1.123, H7 1.072, H8 1.113
3 N 0.016 0.768 -0.637  C1 1.404, N4 1.174
4 N -0.226 0.500 0.480  C2 1.463, N3 1.174, H9 1.024
5 H 0.807 1.244 -2.636  C1 1.100
6 H -0.929 -1.665 0.671  C2 1.123
7 H 0.747 -1.306 0.288  C2 1.072
8 H 0.249 -0.885 1.871  C2 1.113
9 H -0.488 1.218 1.159  N4 1.024

Results
ΔE to the lowest compared entry with this formula, charge and spin = 95.4 kcal per mole
LUMO = -5.8 eV
SMILES string = C#[N+]NC
charge = +1
highest occupied orbital energy = -15.8 eV